Molecular formula: C38H70N8O2
Method: DFT, the ωB97M-V functional and the def2-TZVPD basis

The total energy is -56551.0522 eV. As for the frontier orbital gap: 3.56 eV. The value obtained for the energy relative to the best compared isomer or geometry (same formula, charge and spin) is 60.8 kcal/mol. The total charge is -2.

Geometry as XYZ:
```
118
C38H70N8O2, DFT the ωB97M-V functional and the def2-TZVPD basis
C -2.37 -7.43 2.35
C -0.83 -7.21 2.32
C -0.13 -8.00 3.40
O -0.20 -7.30 1.10
H -2.71 -8.42 2.06
H -2.94 -6.76 1.70
H -2.66 -7.14 3.36
H -0.71 -6.17 2.61
H 0.93 -7.75 3.49
H -0.13 -9.04 3.07
H -0.67 -7.81 4.32
C 0.59 0.94 -0.42
C 1.30 -0.27 0.15
C 0.42 -0.97 1.22
O 1.74 -1.17 -0.85
H 0.25 1.68 0.30
H -0.36 0.70 -0.89
H 1.12 1.37 -1.27
H 2.19 0.13 0.63
H -0.57 -1.25 0.86
H 0.36 -0.41 2.15
H 0.83 -1.93 1.52
C -1.02 -0.46 -7.87
C 0.44 -0.76 -7.50
C 0.82 -0.04 -6.17
C 0.88 1.44 -6.29
N 0.95 2.61 -6.32
H -1.31 -0.85 -8.84
H -1.11 0.62 -7.94
H -1.68 -0.93 -7.14
H 1.13 -0.45 -8.28
H 0.61 -1.83 -7.33
H 1.83 -0.31 -5.87
H 0.14 -0.22 -5.33
C 4.29 -1.38 5.67
C 4.18 -2.79 6.26
C 3.44 -3.80 5.38
C 4.03 -4.07 4.07
N 4.46 -4.31 3.01
H 3.36 -1.00 5.24
H 4.99 -1.40 4.84
H 4.70 -0.66 6.38
H 3.64 -2.73 7.20
H 5.17 -3.16 6.52
H 2.44 -3.45 5.13
H 3.35 -4.75 5.92
C -5.68 -3.99 -2.61
C -5.18 -2.63 -3.13
C -3.70 -2.41 -2.72
C -2.74 -3.49 -3.18
N -2.01 -4.29 -3.59
H -6.77 -3.99 -2.71
H -5.50 -4.05 -1.53
H -5.26 -4.92 -3.00
H -5.81 -1.79 -2.83
H -5.23 -2.70 -4.21
H -3.67 -2.36 -1.63
H -3.33 -1.43 -2.99
C -3.61 3.77 4.43
C -2.28 3.23 3.87
C -1.43 4.47 3.55
C -1.95 5.38 2.50
N -2.32 6.06 1.71
H -4.15 2.92 4.85
H -4.29 4.20 3.69
H -3.51 4.50 5.23
H -2.40 2.62 2.98
H -1.73 2.57 4.54
H -0.42 4.17 3.30
H -1.42 5.06 4.47
C -5.84 -2.83 4.16
C -4.76 -2.11 5.02
C -3.43 -2.88 5.23
C -2.47 -2.04 5.96
N -1.69 -1.41 6.50
H -6.20 -3.77 4.58
H -5.55 -3.14 3.16
H -6.76 -2.23 4.14
H -5.14 -1.88 6.02
H -4.52 -1.19 4.48
H -2.88 -3.06 4.30
H -3.58 -3.80 5.80
C 3.87 7.77 0.75
C 3.57 6.33 0.23
C 4.47 5.40 1.03
C 5.97 5.64 1.01
N 7.11 5.84 0.95
H 3.17 8.43 0.23
H 4.84 8.11 0.40
H 3.71 7.80 1.82
H 3.67 6.23 -0.85
H 2.55 6.04 0.48
H 4.32 4.37 0.70
H 4.10 5.28 2.05
C 9.05 1.01 -3.44
C 7.70 1.44 -2.92
C 6.54 1.25 -3.85
C 6.86 1.40 -5.25
N 7.13 1.53 -6.35
H 9.80 1.37 -2.72
H 9.29 1.50 -4.38
H 9.11 -0.07 -3.59
H 7.78 2.51 -2.72
H 7.49 1.00 -1.94
H 5.68 1.89 -3.68
H 6.16 0.24 -3.68
C -5.25 3.92 -5.11
C -3.78 3.80 -4.70
C -3.59 4.13 -3.20
C -4.30 3.26 -2.29
N -4.90 2.56 -1.57
H -5.80 3.08 -4.69
H -5.35 3.96 -6.19
H -5.77 4.78 -4.70
H -3.26 4.57 -5.27
H -3.39 2.81 -4.96
H -4.02 5.11 -2.99
H -2.56 4.05 -2.87
```

Here are the Löwdin charges for atoms 1 to 6, given in e:
1 C -0.116
2 C -0.743
3 C -0.136
4 O -0.353
5 H 0.047
6 H 0.044

=====

Molecular formula: C17H19N4O3RuS
Method: DFT, the ωB97M-V functional and the def2-TZVPD basis

The total energy is -43422.9050 eV. As for the frontier orbital gap (spin up / spin down): 6.02 / 3.52 eV. The multiplicity is 5. As for the expectation value of S²: 6.096. The total charge is +3.

Geometry as XYZ:
```
45
C17H19N4O3RuS, DFT the ωB97M-V functional and the def2-TZVPD basis
Ru 1.79 0.75 0.06
C 0.64 4.33 3.94
O 1.25 3.10 3.46
C 1.41 2.70 2.21
O 1.91 1.54 2.09
N 1.14 3.51 1.21
N 1.15 2.97 -0.13
H 0.78 4.24 5.01
H -0.46 4.39 3.80
H 1.16 5.25 3.61
H 0.46 4.29 1.38
H 1.67 3.60 -0.75
H 0.21 2.89 -0.54
N 7.37 -0.72 -1.49
C 6.15 -0.16 -1.37
C 5.14 -0.39 -2.37
C 3.82 -0.20 -2.04
N 3.54 0.43 -0.85
C 4.48 0.88 0.03
C 5.80 0.62 -0.24
H 7.72 -1.32 -2.23
H 8.02 -0.67 -0.72
H 5.39 -0.92 -3.28
H 2.90 -0.52 -2.56
H 4.08 1.43 0.90
H 6.55 0.93 0.49
C -6.83 -4.82 -1.15
C -6.40 -3.85 -0.05
O -6.05 -4.32 1.03
S -6.61 -2.22 -0.49
C -4.95 -1.70 -0.44
C -4.54 -0.69 -1.35
C -3.23 -0.25 -1.30
C -2.29 -0.84 -0.38
C -2.71 -1.94 0.44
C -4.02 -2.36 0.40
C -1.07 -0.17 -0.17
C -0.03 0.52 -0.06
H -7.06 -5.80 -0.74
H -6.02 -4.93 -1.91
H -7.70 -4.44 -1.69
H -5.26 -0.25 -2.03
H -2.94 0.61 -1.90
H -2.03 -2.42 1.12
H -4.34 -3.14 1.06
```

Here are the Löwdin charges for atoms 1 to 6, given in e:
1 Ru 1.373
2 C 0.003
3 O 0.036
4 C -0.522
5 O -0.056
6 N 0.091